Here is C14H15NO3V as an isolated structure in a non-equilibrium geometry from OMol25. Energies are from ωB97M-V/def2-TZVPD.

Cartesian coordinates (Å):
C1 -3.081 1.946 -1.480
C2 -3.491 0.710 -0.826
C3 -2.624 -0.326 -1.219
C4 -1.663 0.197 -2.109
C5 -1.978 1.576 -2.339
V1 -1.338 1.565 -0.230
N1 0.003 2.494 -0.860
C6 -2.365 2.012 1.625
C7 -2.812 0.711 1.712
H1 -2.744 -1.386 -0.979
H2 -4.427 0.601 -0.268
H3 -0.947 -0.374 -2.696
H4 -1.537 2.214 -3.102
H5 -3.589 2.911 -1.443
H6 -3.883 0.555 1.715
H7 -1.422 2.288 2.142
H8 0.657 3.241 -0.678
H9 -2.236 -0.022 2.267
H10 -2.916 2.890 1.237
O1 2.279 -1.690 -1.748
C8 2.807 -1.776 -0.528
C9 4.056 -2.413 -0.380
C10 4.615 -2.522 0.884
C11 3.948 -2.022 2.021
C12 2.714 -1.396 1.868
C13 2.139 -1.240 0.616
C14 0.903 -0.416 0.399
O2 0.438 0.289 1.330
O3 0.398 -0.500 -0.766
H11 1.386 -1.179 -1.590
H12 4.541 -2.798 -1.288
H13 5.592 -3.000 0.980
H14 4.402 -2.131 3.004
H15 2.174 -1.006 2.729

Output
Net charge: -2
Highest occupied orbital energy (spin up / spin down) (eV): 2.36 / 0.42
Molar mass (Da): 296.222
Kohn-Sham gap (spin up / spin down) (eV): 2.884 / 4.816
Multiplicity: 4